P | Here is the molecule C11H13NO3 from the OMol25 dataset. Energies are from wB97M-V/def2-TZVPD.

Each line ends with the natural charge from an NBO analysis.
Positions of all 28 atoms, in Å:
O (-0.63400, -2.16302, -0.79858)  -0.487
O (1.67818, -0.50459, 0.86455)  -0.545
O (1.56477, 0.19713, -1.35851)  -0.527
N (-1.57679, -0.11540, -0.55705)  -0.537
C (-2.00882, 2.20427, 0.11764)  -0.223
C (-1.88366, -2.77579, -1.04168)  -0.260
C (-0.57244, -0.90145, -0.51624)  0.551
C (-1.15269, 1.16029, -0.08567)  0.150
C (0.81205, 2.59704, 0.47227)  -0.177
C (1.11888, -0.35119, 2.15243)  -0.268
C (-1.52862, 3.35929, 0.57583)  -0.188
C (-0.14836, 3.64517, 0.70810)  -0.218
C (0.23385, 1.37702, 0.08486)  -0.117
C (0.85300, 0.05041, -0.18830)  0.525
C (2.20104, -0.90302, -1.93867)  -0.266
H (0.31407, -1.08711, 2.24274)  0.175
H (-3.02798, 2.24605, -0.02243)  0.218
H (2.96065, -0.56514, -2.64926)  0.201
H (2.60738, -1.39492, -0.97033)  0.195
H (-2.69826, -2.25261, -0.34023)  0.210
H (1.84367, 2.72355, 0.37556)  0.222
H (-1.91009, -3.79884, -0.92357)  0.195
H (-2.14907, -2.46745, -2.16541)  0.190
H (0.68402, 0.67305, 2.38417)  0.190
H (1.54380, -1.68104, -2.40017)  0.176
H (1.97433, -0.46670, 2.90060)  0.203
H (0.09303, 4.55018, 1.17117)  0.208
H (-2.18023, 4.10180, 0.91685)  0.204

Properties
SMILES ... COC1=Nc2ccccc2C1(OC)OC
HOMO-LUMO gap ... 9.2 eV
Highest occupied orbital energy ... -8.4 eV
M ... 207.229 g/mol

***

Q | Here is the molecule C11H13NO3 from the OMol25 dataset. Energies are from wB97M-V/def2-TZVPD.

Each line ends with the natural charge from an NBO analysis.
Positions of all 28 atoms, in Å:
O (2.40425, -0.89889, 1.60952)  -0.624
O (1.26464, -3.60156, -1.52241)  -0.713
O (0.83177, -2.42643, 1.07657)  -0.502
N (0.91553, -0.55004, -0.09143)  -0.447
C (-0.04613, 1.94508, 1.35265)  -0.153
C (1.27218, 0.80331, -0.44165)  -0.233
C (-1.04667, 2.80065, 1.77584)  -0.221
C (0.20409, 1.77371, -0.00398)  -0.064
C (1.47439, -1.23653, 0.93152)  0.883
C (-1.56224, 3.32712, -0.50491)  -0.208
C (-1.80614, 3.49386, 0.84713)  -0.213
C (-0.20530, -1.23887, -0.67464)  -0.237
C (-0.56366, 2.46639, -0.92894)  -0.208
C (-0.20817, -2.56096, 0.11427)  0.060
C (0.09404, -3.77909, -0.77571)  -0.076
H (2.21397, 1.01226, 0.07373)  0.249
H (-0.71672, -3.91286, -1.49501)  0.184
H (-2.58626, 4.16350, 1.17752)  0.214
H (-2.15198, 3.86550, -1.23218)  0.214
H (-1.14721, -2.72858, 0.65301)  0.192
H (2.00121, -3.48839, -0.90808)  0.475
H (-0.03401, -1.41898, -1.74221)  0.208
H (-1.23338, 2.92961, 2.83162)  0.215
H (1.42949, 0.86050, -1.52379)  0.201
H (-1.13309, -0.67053, -0.54656)  0.203
H (0.55174, 1.40383, 2.07165)  0.215
H (0.16017, -4.67002, -0.13789)  0.176
H (-0.37652, 2.33641, -1.98565)  0.209

Properties
SMILES ... O=C1O[C@H](CO)CN1Cc1ccccc1
HOMO-LUMO gap ... 10.1 eV
Highest occupied orbital energy ... -9.3 eV
M ... 207.229 g/mol

***

In order of decreasing stability: Q, P.

***

P | Here is the molecule CH3Br3Si from the OMol25 dataset. Energies are from wB97M-V/def2-TZVPD.

Each line ends with the natural charge from an NBO analysis.
Positions of all 8 atoms, in Å:
Br (-2.01913, 0.79366, -0.16156)  -0.009
Br (1.20082, -1.29187, 2.48481)  -0.292
Br (3.00773, 0.31915, -0.16351)  -0.278
Si (1.13316, 0.36189, 1.00719)  1.029
C (-0.50500, -0.41649, -0.36972)  -0.745
H (0.92233, 1.62857, 1.65037)  -0.152
H (-0.15125, -0.35663, -1.39734)  0.221
H (-0.80190, -1.41872, -0.08488)  0.225

Properties
SMILES ... BrC[SiH](Br)Br
HOMO-LUMO gap ... 10.0 eV
Highest occupied orbital energy ... -9.6 eV
M ... 282.833 g/mol

***

Q | Here is a cluster of 2 separate species, CH3Br3Si in total from the OMol25 dataset. Energies are from wB97M-V/def2-TZVPD.

Each line ends with the natural charge from an NBO analysis.
Positions of all 8 atoms, in Å:
Br (2.45649, -0.60633, 0.48264)  0.098
Br (-2.15085, 1.49358, -0.10642)  -0.286
Br (-1.43080, -2.04101, 0.08684)  -0.276
Si (-0.64739, -0.03831, 0.61859)  1.110
C (0.90929, 0.32070, -0.26722)  -0.824
H (-0.42044, -0.06720, 2.11956)  -0.134
H (0.26139, -0.31533, -2.17265)  0.093
H (1.02230, 1.25389, -0.76134)  0.219

Properties
HOMO-LUMO gap (alpha / beta) ... 8.9 / 8.6 eV
Highest occupied orbital energy (alpha / beta) ... -10.3 / -9.7 eV
M ... 282.833 g/mol

***

In order of decreasing stability: P, Q.

***

P | Here is a cluster of 3 separate species, C2H9NS in total from the OMol25 dataset. Energies are from wB97M-V/def2-TZVPD.

Each line ends with the natural charge from an NBO analysis.
Positions of all 13 atoms, in Å:
S (-0.37325, -1.21008, -1.63850)  0.778
N (2.03929, 2.36561, 2.46626)  -1.032
C (-0.79096, -0.46830, 0.01274)  -0.494
C (-1.94304, -0.59864, -0.89517)  -0.452
H (2.15431, 2.00576, 3.41390)  0.359
H (-0.39957, -1.14990, 0.75992)  0.294
H (-2.70597, -1.34424, -0.68772)  0.288
H (-2.12781, 0.13159, -1.68447)  0.286
H (4.49344, 2.32223, 4.17478)  -0.021
H (1.85881, 1.57079, 1.86705)  0.331
H (-0.74312, 0.55592, 0.39436)  0.298
H (1.09812, 2.75207, 2.58764)  0.345
H (5.08704, 2.74849, 4.09206)  0.021

Properties
HOMO-LUMO gap (alpha / beta) ... 8.1 / 4.1 eV
⟨S²⟩ ... 0.754
Charge ... +1
Highest occupied orbital energy (alpha / beta) ... -13.2 / -13.2 eV
M ... 79.168 g/mol
2S+1 ... 2

***

Q | Here is a cluster of 3 separate species, C2H9NS in total from the OMol25 dataset. Energies are from wB97M-V/def2-TZVPD.

Each line ends with the natural charge from an NBO analysis.
Positions of all 13 atoms, in Å:
S (-0.05904, -2.02139, 0.65222)  0.757
N (2.41367, 0.13378, 0.04487)  -1.003
C (-1.56035, -1.08235, 1.02687)  -0.527
C (-0.57474, -0.36444, -0.06664)  -0.527
H (2.92806, 0.86794, 0.64968)  0.399
H (1.74260, -0.44717, 0.48422)  0.324
H (-1.31709, 2.30185, -1.95213)  -0.053
H (-1.56511, -0.57432, 1.95557)  0.272
H (-1.27511, 2.87819, -2.45093)  0.053
H (-0.75490, -0.46731, -1.20531)  0.305
H (3.14023, -0.57135, -0.08143)  0.370
H (-0.51256, 0.73905, 0.29194)  0.334
H (-2.60565, -1.39248, 0.65107)  0.297

Properties
HOMO-LUMO gap (alpha / beta) ... 9.6 / 5.0 eV
⟨S²⟩ ... 0.755
Charge ... +1
Highest occupied orbital energy (alpha / beta) ... -14.7 / -14.2 eV
M ... 79.168 g/mol
2S+1 ... 2

***

In order of decreasing stability: P, Q.